{
  "formula": "C12H24Cl12F6Mg2N3O12S6",
  "method": "wB97M-V/def2-TZVPD",
  "species": ["Mg", "Mg", "N", "S", "O", "O", "F", "S", "O", "O", "F", "N", "S", "O", "O", "F", "S", "O", "O", "F", "N", "S", "O", "O", "F", "S", "O", "O", "F", "Cl", "C", "C", "Cl", "H", "H", "H", "H", "Cl", "C", "C", "Cl", "H", "H", "H", "H", "Cl", "C", "C", "Cl", "H", "H", "H", "H", "Cl", "C", "C", "Cl", "H", "H", "H", "H", "Cl", "C", "C", "Cl", "H", "H", "H", "H", "Cl", "C", "C", "Cl", "H", "H", "H", "H"],
  "coordinates": [[-3.99041, -2.80217, -0.56538], [-0.10759, -2.03011, -1.78265], [-0.17161, -0.76408, -0.45629], [-1.65935, -0.40924, 0.33899], [-1.63443, 0.11266, 1.65116], [-2.64724, -1.43243, -0.00816], [-2.17209, 0.68029, -0.66438], [0.77701, 0.36810, 0.25628], [1.43533, -0.08426, 1.44440], [0.37033, 1.72921, 0.12352], [1.90008, 0.14597, -0.85130], [-3.66902, -2.94390, -2.35559], [-2.79634, -1.97946, -3.52536], [-3.14161, -1.85591, -4.88793], [-1.39438, -1.86750, -3.13519], [-3.31856, -0.63070, -2.85061], [-4.17456, -3.99827, -3.45617], [-3.11818, -4.75442, -4.07725], [-5.32962, -3.65746, -4.21649], [-4.75384, -5.00323, -2.33896], [-0.37576, -3.75402, -1.24125], [-1.23140, -4.51298, 0.06813], [-0.83183, -5.74459, 0.66045], [-2.63199, -4.08817, -0.02557], [-0.76534, -3.54588, 1.23396], [-0.18541, -5.17760, -1.93683], [-1.32147, -5.97358, -2.27021], [1.01716, -5.86191, -1.55751], [0.24840, -4.51168, -3.35551], [4.07702, 0.31627, 5.08045], [4.04534, 1.63408, 3.88430], [5.48373, 1.99317, 3.46740], [5.60518, 2.94249, 1.96549], [3.52285, 2.46765, 4.33707], [3.54977, 1.09300, 3.08380], [5.92127, 1.04584, 3.15812], [6.01296, 2.34996, 4.34715], [-0.04170, 7.80244, 1.21162], [-0.45068, 6.12776, 1.62229], [-0.28818, 5.08104, 0.52683], [-1.33282, 5.50858, -0.86671], [-1.51826, 6.24828, 1.80499], [0.07978, 5.86318, 2.53329], [-0.65652, 4.14243, 0.92760], [0.72989, 5.12401, 0.14852], [1.02055, 3.03888, 3.13644], [0.64637, 2.20403, 4.67812], [-0.86089, 1.89872, 4.78460], [-1.74897, 3.41831, 4.68910], [0.94763, 2.86578, 5.48654], [1.23512, 1.28979, 4.73808], [-1.15815, 1.47290, 5.74012], [-1.10927, 1.22128, 3.96932], [1.73310, -1.54699, -3.24797], [2.37100, -1.12139, -4.86872], [1.99266, -2.06132, -6.00296], [0.18908, -2.10767, -6.04765], [3.42523, -0.89753, -4.70461], [1.98368, -0.12602, -5.09533], [2.41882, -3.04676, -5.84293], [2.37606, -1.55178, -6.88459], [-0.67571, 1.21278, -3.11206], [-1.50617, 2.70565, -2.81469], [-1.28543, 3.74521, -3.88678], [0.36082, 4.42067, -3.86943], [-1.22162, 3.12412, -1.85576], [-2.59409, 2.59881, -2.86547], [-1.93967, 4.60708, -3.78622], [-1.44886, 3.26758, -4.85313], [-1.03264, -2.30761, 5.51455], [0.56771, -1.62184, 5.07628], [0.95529, -2.14637, 3.70882], [1.48739, -3.88035, 3.73366], [1.34384, -1.92316, 5.77405], [0.44667, -0.54340, 5.03376], [1.81358, -1.62623, 3.28175], [0.20100, -1.97601, 2.94255]],
  "mulliken_charge": [1.3889, 0.8866, 0.2308, 0.4275, -0.2771, -0.0921, -0.0631, 0.4848, -0.4167, -0.2064, -0.3058, -0.0073, 0.7908, -0.4540, -0.1626, -0.3592, 0.8690, -0.4487, -0.5166, -0.3306, 0.5364, 0.4472, -0.3954, -0.7302, -0.1309, 0.8207, -0.4742, -0.5658, -0.2454, -0.2135, 0.0684, -0.5441, -0.1896, 0.2740, -0.0508, 0.2864, 0.3772, -0.1935, -0.5008, -0.0077, -0.2080, 0.3563, 0.2451, 0.0067, 0.3273, -0.1298, -0.3019, -0.1058, -0.1728, 0.5454, -0.0755, 0.4046, -0.1013, 0.1029, -0.8437, -0.3670, -0.1249, 0.4917, 0.2713, 0.3038, 0.3599, 0.0248, 0.0576, -0.7468, -0.1766, -0.2768, 0.2881, 0.4033, 0.4372, -0.2057, 0.4101, 0.2501, -0.2028, 0.4195, -0.5797, 0.0950, -0.1884],
  "lumo_ha": -0.21263,
  "gap_ev": 6.38,
  "total_charge": 1,
  "e_homo_ev": -12.16,
  "max_force_ev_per_a": 8.55,
  "e_above_lowest_kj_mol": 0.0,
  "mol_weight_g_mol": 1182.77
}